1.
Entry from OMol25: a structure of composition C25H37Br3O12 at a distorted geometry (ωB97M-V/def2-TZVPD).

Element x y z (Å)
1 O 1.8689 -0.6388 2.6755
2 C 2.6613 -0.5652 1.7781
3 O 2.7910 0.5667 1.0519
4 C 3.4252 0.2702 -0.2278
5 C 4.1926 -1.0344 -0.0101
6 C 3.5882 -1.6486 1.2552
7 H 4.0581 1.0923 -0.5430
8 H 2.5939 0.1420 -0.9193
9 H 5.2632 -0.8488 0.0858
10 H 4.1279 -1.6429 -0.9153
11 H 4.3820 -1.9174 1.9456
12 H 2.9838 -2.5340 1.0556
13 O 0.2873 1.4848 -0.8464
14 C 0.0196 0.4247 -0.3456
15 O 0.1634 -0.7303 -1.0236
16 C -0.0835 -1.8363 -0.1462
17 C -1.0261 -1.2985 0.9000
18 C -0.6191 0.1679 1.0081
19 H 0.8515 -2.2005 0.2855
20 H -0.5013 -2.6845 -0.6839
21 H -0.9116 -1.8211 1.8552
22 H -2.0872 -1.4405 0.6907
23 H 0.1281 0.3146 1.7855
24 H -1.4608 0.8356 1.1677
25 O -1.4478 -1.4296 -3.7566
26 C -1.0982 -0.3365 -4.0914
27 O -0.2485 -0.1368 -5.1238
28 C 0.0026 1.2679 -5.3095
29 C -1.2065 1.9912 -4.6958
30 C -1.6485 0.9935 -3.6273
31 H 0.1458 1.4365 -6.3720
32 H 0.9147 1.5351 -4.7704
33 H -1.9724 2.1701 -5.4479
34 H -0.9151 2.9438 -4.2586
35 H -2.7314 0.9235 -3.5194
36 H -1.2948 1.2665 -2.6324
37 O -1.5762 5.9723 0.6457
38 C -0.6296 5.4256 0.1747
39 O -0.3239 5.5368 -1.1472
40 C 0.8002 4.7133 -1.5070
41 C 1.4783 4.3353 -0.1818
42 C 0.3588 4.4961 0.8397
43 H 1.4206 5.3758 -2.1074
44 H 0.5139 3.8259 -2.0690
45 H 2.3460 4.9722 -0.0094
46 H 1.8379 3.3079 -0.1636
47 H 0.7059 4.8973 1.7882
48 H -0.1493 3.5427 0.9876
49 O -6.8227 -3.5412 -1.0797
50 C -5.6657 -3.4442 -1.3611
51 O -5.1508 -3.9675 -2.4935
52 C -3.7350 -3.7885 -2.5855
53 C -3.2909 -3.0587 -1.3134
54 C -4.5843 -2.7396 -0.5500
55 H -3.4765 -3.2444 -3.4919
56 H -3.2573 -4.7655 -2.6834
57 H -2.8438 -2.1211 -1.6521
58 H -2.5144 -3.5678 -0.7483
59 H -4.7889 -1.6745 -0.6231
60 H -4.6182 -3.1111 0.4682
61 O -0.4514 -0.6958 5.7399
62 C -0.0034 0.3227 5.3114
63 O -0.6128 1.0232 4.3204
64 C 0.1973 2.1318 3.8915
65 C 1.1562 2.4053 5.0338
66 C 1.2924 1.0178 5.6896
67 H -0.4608 2.9681 3.6700
68 H 0.7340 1.8382 2.9876
69 H 0.7384 3.1219 5.7416
70 H 2.1419 2.7796 4.7607
71 H 1.3727 1.0762 6.7711
72 H 2.0952 0.4286 5.2488
73 C 2.0333 -6.2760 0.6852
74 Br 3.5997 -6.9652 1.5479
75 Br 2.3571 -5.8348 -1.1570
76 Br 1.3080 -4.7603 1.6348
77 H 1.2720 -7.0406 0.7119

Values from the calculation:
2S+1	1
HOMO energy	-10.051	eV
LUMO	-0.39	eV
strongest force on any atom	1.48	eV Å⁻¹
gap between HOMO and LUMO	9.66	eV



2.
Entry from OMol25: a structure of composition C3H4O2 at a distorted geometry (ωB97M-V/def2-TZVPD).

Element x y z (Å)
1 C 0.3608 -0.8598 0.4256
2 C -0.2143 -1.1334 -0.8032
3 C -0.1630 0.6395 0.1506
4 O -0.7338 0.0840 -1.1117
5 O 0.8008 1.5919 -0.0182
6 H 0.9692 -0.9459 1.2934
7 H -0.5622 -2.0279 -1.2740
8 H -0.9151 0.7463 0.9627
9 H 0.6374 2.0841 -0.8355

Values from the calculation:
2S+1	1
HOMO energy	-8.885	eV
LUMO	0.92	eV
strongest force on any atom	4.22	eV Å⁻¹
gap between HOMO and LUMO	9.81	eV



3.
Entry from OMol25: the molecule C6H7NOS at a distorted geometry (ωB97M-V/def2-TZVPD).

Element x y z (Å)
1 O -0.6135 1.9118 0.0048
2 C -0.3063 0.5160 -0.0225
3 C 1.2338 0.2221 0.0065
4 C 2.2619 1.1269 0.1632
5 S 3.7936 0.3568 0.0975
6 C 2.9037 -1.1238 -0.0250
7 N 1.6311 -1.0760 -0.0510
8 C -1.1433 -0.3068 0.8336
9 C -1.3102 -0.4904 -0.5688
10 H -1.4407 1.9924 -0.5486
11 H 2.0587 2.2100 0.1000
12 H 3.4937 -1.9876 0.0184
13 H -1.9095 0.1542 1.4711
14 H -0.5837 -1.0751 1.4673
15 H -0.8699 -1.3054 -1.2169
16 H -2.2290 -0.1818 -1.1232

Values from the calculation:
2S+1	1
HOMO energy	-8.761	eV
LUMO	0.80	eV
strongest force on any atom	5.32	eV Å⁻¹
gap between HOMO and LUMO	9.56	eV



4.
Entry from OMol25: the molecule C3H7N3O2 at a distorted geometry (ωB97M-V/def2-TZVPD).

Element x y z (Å)
1 H -2.8917 0.3490 -0.9232
2 N -2.4551 -0.4964 -0.6018
3 C -1.3334 -0.2123 -0.0466
4 C -0.5247 -1.0904 0.8165
5 O 0.7454 -1.1293 0.3084
6 N 1.5020 0.0850 0.2540
7 C 2.4287 -0.0201 -0.6906
8 N -0.7337 0.9798 -0.2583
9 O -0.1721 1.5170 0.8460
10 H -0.6024 -0.3787 1.6117
11 H -0.9132 -2.1310 0.9463
12 H 2.4431 -0.9227 -1.2850
13 H 3.3048 0.6411 -0.8042
14 H -1.4139 1.5486 -1.0164
15 H 0.6164 1.2605 0.8433

Values from the calculation:
2S+1	1
HOMO energy	-9.051	eV
LUMO	0.53	eV
strongest force on any atom	13.48	eV Å⁻¹
gap between HOMO and LUMO	9.58	eV



Which of these has the lowest HOMO energy?
C25H37Br3O12



Number 2 is which compound?
C3H4O2



Which of these has the lowest HOMO energy?
C25H37Br3O12